No. 1
Below is an isolated molecule of C4H9N3O in a non-equilibrium geometry, with properties calculated with the ωB97M-V functional and the def2-TZVPD basis.

Computed properties:
energy above the lowest of the compared OMol25 structures with the same formula, charge and spin	156.7	kcal per mole
orbital gap	9.68	eV

Last columns: bonded neighbours and bond lengths (Å).
Element x y z (Å)
1 C 0.63560 1.29655 1.36850  N2 1.258, N8 1.456, H9 1.078
2 N -0.60586 1.46572 1.25046  C1 1.258, N3 1.479
3 N -1.23915 1.13850 -0.04574  N2 1.479, C4 1.538, H10 1.152
4 C -1.47805 -0.38037 -0.07648  N3 1.538, C5 1.451, H11 1.119, H12 1.055
5 C -0.52406 -1.08147 -0.91558  C4 1.451, C6 1.734, H13 1.143, H14 1.058
6 C 1.16685 -0.70841 -1.01433  C5 1.734, O7 1.425, H15 1.108, H16 1.169
7 O 1.45526 0.65409 -0.71183  C6 1.425, N8 1.428
8 N 1.84492 0.97199 0.62474  C1 1.456, O7 1.428, H17 1.162
9 H 1.00792 1.39739 2.37499  C1 1.078
10 H -2.24155 1.46234 0.42152  N3 1.152
11 H -1.72530 -0.70135 0.96707  C4 1.119
12 H -2.36071 -0.45115 -0.65037  C4 1.055
13 H -0.83375 -0.81267 -1.98210  C5 1.143
14 H -0.72185 -2.08855 -0.66024  C5 1.058
15 H 1.72225 -0.91586 -1.95037  C6 1.108
16 H 1.43430 -1.33989 -0.06790  C6 1.169
17 H 2.46318 0.09316 1.06766  N8 1.162

***

No. 2
Below is a 10-piece molecular cluster, C21H57F6N3O24PS6 overall in a non-equilibrium geometry, with properties calculated with the ωB97M-V functional and the def2-TZVPD basis.

Computed properties:
energy above the lowest of the compared OMol25 structures with the same formula, charge and spin	22.5	kcal per mole
charge	-1
orbital gap	10.38	eV

Last columns: bonded neighbours and bond lengths (Å).
Element x y z (Å)
1 P -24.07131 -30.65298 12.36232  F2 1.630, F3 1.633, F4 1.645, F5 1.607, F6 1.599, F7 1.608
2 F -25.18745 -31.47005 11.49999  P1 1.630
3 F -23.77624 -29.71510 11.05811  P1 1.633
4 F -25.16103 -29.56218 12.93436  P1 1.645
5 F -22.95523 -29.88395 13.22656  P1 1.607
6 F -24.34323 -31.51170 13.68302  P1 1.599
7 F -22.97233 -31.70939 11.85161  P1 1.608
8 C -20.46630 -29.34053 11.16266  N9 1.510, H12 1.090, H13 1.090, H14 1.090
9 N -19.21888 -28.55893 10.82814  C8 1.510, O10 1.226, O11 1.202
10 O -19.22262 -27.38634 11.18584  N9 1.226
11 O -18.35486 -29.09631 10.18739  N9 1.202
12 H -20.36898 -30.39028 10.88581  C8 1.090
13 H -21.26761 -28.89966 10.56966  C8 1.090
14 H -20.67070 -29.17102 12.21981  C8 1.090
15 C -24.88951 -34.96770 11.21549  N16 1.502, H19 1.090, H20 1.090, H21 1.090
16 N -24.57277 -35.26571 9.77808  C15 1.502, O17 1.246, O18 1.247
17 O -24.27678 -34.35478 8.98178  N16 1.246
18 O -24.46636 -36.47909 9.50972  N16 1.247
19 H -25.94306 -35.16896 11.40950  C15 1.090
20 H -24.60054 -33.92207 11.32160  C15 1.090
21 H -24.31913 -35.62910 11.86765  C15 1.090
22 C -24.25392 -29.22098 16.36022  N23 1.467, H26 1.090, H27 1.090, H28 1.090
23 N -25.36142 -28.35942 16.78787  C22 1.467, O24 1.224, O25 1.232
24 O -25.83126 -28.43100 17.91574  N23 1.224
25 O -25.62606 -27.41945 16.03700  N23 1.232
26 H -23.77924 -29.59219 17.26851  C22 1.090
27 H -23.58713 -28.80120 15.60705  C22 1.090
28 H -24.76446 -30.05698 15.88215  C22 1.090
29 O -29.47191 -30.88779 13.98771  S30 1.474
30 S -28.95773 -31.82764 15.00069  O29 1.474, O31 1.484, O32 1.644, C35 1.834
31 O -29.74090 -32.18024 16.21085  S30 1.484
32 O -28.58126 -33.26309 14.29438  S30 1.644, C33 1.392
33 C -28.92942 -33.53333 12.97394  O32 1.392, C34 1.529, H36 1.090, H37 1.090
34 C -28.98593 -35.04526 12.75361  C33 1.529, H38 1.090, H39 1.090, H40 1.090
35 C -27.25099 -31.24715 15.33804  S30 1.834, H41 1.090, H42 1.090, H43 1.090
36 H -28.29463 -32.97731 12.28403  C33 1.090
37 H -29.92731 -33.09935 12.91083  C33 1.090
38 H -29.01987 -35.17945 11.67244  C34 1.090
39 H -29.87317 -35.51154 13.18197  C34 1.090
40 H -28.15849 -35.63275 13.15149  C34 1.090
41 H -26.77198 -32.08651 15.84216  C35 1.090
42 H -27.28372 -30.38096 15.99889  C35 1.090
43 H -26.68864 -31.16899 14.40758  C35 1.090
44 O -18.74447 -30.77052 16.48249  S45 1.477
45 S -19.75380 -30.36229 15.48369  O44 1.477, O46 1.469, O47 1.685, C50 1.848
46 O -20.45001 -29.07946 15.64627  S45 1.469
47 O -19.00308 -30.47766 13.97975  S45 1.685, C48 1.470
48 C -18.07867 -31.58608 13.70226  O47 1.470, C49 1.561, H51 1.090, H52 1.090
49 C -17.87514 -31.51280 12.15650  C48 1.561, H53 1.090, H54 1.090, H55 1.090
50 C -20.95674 -31.71904 15.12450  S45 1.848, H56 1.090, H57 1.090, H58 1.090
51 H -18.53565 -32.53517 13.98243  C48 1.090
52 H -17.12334 -31.42995 14.20331  C48 1.090
53 H -17.36920 -32.40191 11.78020  C49 1.090
54 H -17.27758 -30.65255 11.85484  C49 1.090
55 H -18.87399 -31.48551 11.72100  C49 1.090
56 H -20.84725 -32.33799 16.01501  C50 1.090
57 H -20.77421 -32.18988 14.15854  C50 1.090
58 H -21.98377 -31.35788 15.07091  C50 1.090
59 O -22.45358 -36.61887 15.71569  S60 1.449
60 S -23.56654 -35.97853 15.04507  O59 1.449, O61 1.481, O62 1.629, C65 1.875
61 O -24.32746 -36.73654 14.02470  S60 1.481
62 O -24.63351 -35.48629 16.17346  S60 1.629, C63 1.406
63 C -25.90210 -35.08449 15.72060  O62 1.406, C64 1.567, H66 1.090, H67 1.090
64 C -26.78974 -34.59849 16.91743  C63 1.567, H68 1.090, H69 1.090, H70 1.090
65 C -23.09057 -34.32662 14.29660  S60 1.875, H71 1.090, H72 1.090, H73 1.090
66 H -26.25638 -36.03136 15.31314  C63 1.090
67 H -25.89870 -34.33574 14.92847  C63 1.090
68 H -26.89107 -35.39968 17.64951  C64 1.090
69 H -27.75616 -34.20551 16.60169  C64 1.090
70 H -26.17367 -33.83783 17.39696  C64 1.090
71 H -23.31006 -33.57587 15.05575  C65 1.090
72 H -23.67587 -33.95818 13.45412  C65 1.090
73 H -22.04676 -34.29842 13.98392  C65 1.090
74 O -29.81650 -30.10016 8.92794  S75 1.465
75 S -28.88986 -29.18040 9.59219  O74 1.465, O76 1.487, O77 1.632, C80 1.816
76 O -28.29935 -28.09914 8.76007  S75 1.487
77 O -29.57627 -28.60669 10.95688  S75 1.632, C78 1.476
78 C -29.06608 -27.29885 11.41198  O77 1.476, C79 1.560, H81 1.090, H82 1.090
79 C -29.57933 -26.02712 10.66758  C78 1.560, H83 1.090, H84 1.090, H85 1.090
80 C -27.48506 -30.07795 10.31297  S75 1.816, H86 1.090, H87 1.090, H88 1.090
81 H -27.98415 -27.32366 11.54205  C78 1.090
82 H -29.32231 -27.12027 12.45627  C78 1.090
83 H -30.65118 -25.95553 10.85232  C79 1.090
84 H -29.43257 -25.91507 9.59333  C79 1.090
85 H -29.15660 -25.12452 11.10883  C79 1.090
86 H -27.91197 -30.57874 11.18191  C80 1.090
87 H -26.69436 -29.38928 10.61066  C80 1.090
88 H -27.28342 -30.81180 9.53265  C80 1.090
89 O -21.72047 -29.82384 8.34301  S90 1.457
90 S -23.07896 -29.57976 7.87635  O89 1.457, O91 1.438, O92 1.679, C95 1.751
91 O -23.76850 -28.36915 8.23201  S90 1.438
92 O -23.11623 -29.84973 6.21984  S90 1.679, C93 1.410
93 C -23.00335 -28.80041 5.28526  O92 1.410, C94 1.531, H96 1.090, H97 1.090
94 C -22.93632 -29.38087 3.87047  C93 1.531, H98 1.090, H99 1.090, H100 1.090
95 C -23.96291 -31.03399 8.28688  S90 1.751, H101 1.090, H102 1.090, H103 1.090
96 H -22.03441 -28.37514 5.54681  C93 1.090
97 H -23.79133 -28.06113 5.42902  C93 1.090
98 H -22.91769 -28.57638 3.13525  C94 1.090
99 H -23.90680 -29.84945 3.70709  C94 1.090
100 H -22.11621 -30.08385 3.72434  C94 1.090
101 H -24.94546 -30.93743 7.82497  C95 1.090
102 H -23.95287 -31.03662 9.37683  C95 1.090
103 H -23.50044 -31.93338 7.88028  C95 1.090
104 O -24.33695 -24.25181 10.34942  S105 1.459
105 S -24.29656 -24.88739 11.66217  O104 1.459, O106 1.463, O107 1.681, C110 1.898
106 O -23.47457 -24.34695 12.74439  S105 1.463
107 O -25.87040 -25.09620 12.21482  S105 1.681, C108 1.466
108 C -26.12542 -25.63330 13.55441  O107 1.466, C109 1.501, H111 1.090, H112 1.090
109 C -27.37657 -24.92190 13.98173  C108 1.501, H113 1.090, H114 1.090, H115 1.090
110 C -23.92432 -26.73990 11.47846  S105 1.898, H116 1.090, H117 1.090, H118 1.090
111 H -25.33774 -25.34850 14.25194  C108 1.090
112 H -26.31254 -26.70708 13.54605  C108 1.090
113 H -28.21880 -25.22861 13.36152  C109 1.090
114 H -27.20558 -23.84541 13.97500  C109 1.090
115 H -27.79094 -25.13318 14.96751  C109 1.090
116 H -23.13329 -26.87010 10.73993  C110 1.090
117 H -24.79468 -27.25931 11.07747  C110 1.090
118 H -23.58720 -27.08565 12.45566  C110 1.090

***

No. 3
Below is a 4-piece molecular cluster, C3H14NO4 overall in a non-equilibrium geometry, with properties calculated with the ωB97M-V functional and the def2-TZVPD basis.

Computed properties:
energy above the lowest of the compared OMol25 structures with the same formula, charge and spin	59.9	kcal per mole
charge	+1
orbital gap	10.85	eV

Last columns: bonded neighbours and bond lengths (Å).
Element x y z (Å)
1 O -1.81859 -0.46223 -1.28793  C2 1.211
2 C -0.79624 -0.77073 -1.85863  O1 1.211, C3 1.617, H6 1.134
3 C 0.41148 -0.80525 -0.78422  C2 1.617, C4 1.471, N5 1.527, H7 1.126
4 C 1.39674 0.22135 -1.15647  C3 1.471, H8 0.988, H9 1.114, H10 1.092
5 N -0.23405 -0.54265 0.57459  C3 1.527, H11 1.079, H12 1.088, H13 0.987
6 H -0.81944 -1.33184 -2.84427  C2 1.134
7 H 0.89309 -1.81264 -0.93296  C3 1.126
8 H 1.08757 1.12985 -1.39065  C4 0.988
9 H 1.93121 0.26522 -2.13332  C4 1.114
10 H 2.20252 0.32391 -0.42661  C4 1.092
11 H -1.13906 -1.10327 0.75157  N5 1.079
12 H -0.44755 0.52328 0.62632  N5 1.088
13 H 0.34775 -0.82866 1.31870  N5 0.987
14 H 1.71525 4.22836 -1.50179  O16 1.022
15 H 0.29107 4.27254 -1.04790  O16 1.005
16 O 0.94438 3.57334 -1.35430  H14 1.022, H15 1.005
17 H -2.18815 -0.66784 2.87208  O19 1.012
18 H -3.02444 -0.00410 1.77624  O19 0.919
19 O -2.21118 -0.41633 1.89253  H17 1.012, H18 0.919
20 H 2.66147 -1.55996 2.24948  O22 0.942
21 H 1.83199 -1.71464 3.61789  O22 0.937
22 O 1.86329 -1.41902 2.72958  H20 0.942, H21 0.937